# 1
3 unconnected molecules or ions with the total composition C20H38FNO5 at a distorted geometry. Source: the OMol25 dataset; level of theory: ωB97M-V/def2-TZVPD.

Computed properties:
Spin multiplicity: 1
Kohn-Sham gap: 7.437 eV
SMILES: C=CC[C@@H]1C(=O)O[C@@H](O)[C@]1(N=C(C)C)[C@H](C)F.CCOCC.CCOCC
F_max: 0.0431 hartree/bohr
HOMO level: -7.09 eV
Energy: -1315.46186 Ha

Cartesian coordinates (Å):
C  1.080  -0.729  0.546
C  0.394  -1.202  -0.574
C  -1.083  -0.949  -0.726
C  -1.863  -1.039  0.577
C  -1.718  -2.442  1.153
O  -1.043  -3.344  0.752
O  -2.560  -2.554  2.205
C  -3.627  -1.627  2.024
O  -3.488  -0.698  3.065
C  -3.403  -0.962  0.605
N  -4.037  0.345  0.732
C  -3.566  1.483  0.400
C  -3.481  2.574  1.442
C  -3.175  1.866  -1.013
C  -4.145  -1.815  -0.454
C  -5.577  -1.374  -0.684
F  -4.176  -3.154  -0.049
H  0.907  -1.244  1.490
H  1.684  0.170  0.478
H  0.901  -1.799  -1.333
H  -1.504  -1.611  -1.486
H  -1.108  0.063  -1.124
H  -1.521  -0.343  1.347
H  -4.571  -2.155  2.138
H  -4.335  -0.585  3.498
H  -3.263  2.112  2.401
H  -4.468  3.041  1.546
H  -2.762  3.336  1.157
H  -4.099  1.855  -1.596
H  -2.503  1.158  -1.488
H  -2.788  2.882  -1.055
H  -3.598  -1.735  -1.396
H  -6.094  -2.185  -1.198
H  -5.628  -0.491  -1.318
H  -6.104  -1.201  0.253
C  2.986  -2.403  -5.905
C  1.923  -1.528  -5.263
O  2.153  -1.250  -3.895
C  3.352  -0.562  -3.589
C  3.461  0.809  -4.235
H  3.105  -3.330  -5.344
H  2.700  -2.647  -6.929
H  3.957  -1.907  -5.942
H  0.963  -2.043  -5.293
H  1.798  -0.597  -5.829
H  4.223  -1.176  -3.843
H  3.350  -0.454  -2.504
H  3.515  0.747  -5.322
H  4.361  1.315  -3.886
H  2.594  1.421  -3.979
C  3.025  3.357  5.000
C  2.266  2.358  4.143
O  2.867  2.100  2.889
C  4.179  1.559  2.916
C  4.273  0.220  3.617
H  3.178  4.289  4.454
H  2.462  3.572  5.909
H  4.004  2.980  5.298
H  1.278  2.754  3.911
H  2.107  1.423  4.693
H  4.880  2.277  3.356
H  4.469  1.439  1.872
H  4.037  0.303  4.679
H  5.282  -0.185  3.533
H  3.572  -0.489  3.176

Cartesian forces (eV/Å) of the 2 atoms listed first:
C -0.6 -0.5 -0.8
C 0.3 0.2 1.1


# 2
A molecular structure, C20H38N2O4Si2V. Source: the OMol25 dataset; level of theory: ωB97M-V/def2-TZVPD.

Computed properties:
Net charge: +1
Spin multiplicity: 3
Kohn-Sham gap (spin up / spin down): 7.176 / 7.271 eV
F_max: 0.0057 hartree/bohr
HOMO level (spin up / spin down): -9.70 / -9.60 eV
Energy: -2718.22222 Ha

Cartesian coordinates (Å):
V  -0.318  0.014  -0.014
C  -1.243  -2.675  0.534
C  -2.060  -2.444  -0.731
O  -1.823  -1.086  -1.124
C  -2.974  -0.350  -1.543
C  -2.495  1.013  -2.019
O  -1.418  1.486  -1.193
C  -1.710  2.607  -0.350
C  -2.635  2.149  0.757
O  -2.154  0.863  1.129
C  -3.026  0.139  1.987
C  -2.613  -1.340  1.983
O  -1.335  -1.509  1.362
H  -0.183  -2.783  0.303
H  -1.579  -3.567  1.066
H  -3.129  -2.584  -0.559
H  -1.746  -3.117  -1.531
H  -3.675  -0.269  -0.706
H  -3.471  -0.870  -2.365
H  -3.321  1.726  -2.006
H  -2.105  0.951  -3.031
H  -2.139  3.422  -0.934
H  -0.746  2.923  0.049
H  -3.670  2.058  0.410
H  -2.614  2.840  1.604
H  -4.052  0.236  1.617
H  -2.988  0.564  2.988
H  -3.359  -1.926  1.445
H  -2.556  -1.725  3.002
C  -0.525  0.982  3.701
Si  1.129  0.421  3.022
C  1.497  -1.132  4.002
C  2.265  1.858  3.391
N  1.097  0.085  1.287
C  2.356  -0.145  0.680
C  3.555  -0.336  1.373
C  4.758  -0.493  0.709
C  4.778  -0.456  -0.675
C  3.595  -0.303  -1.377
C  2.367  -0.178  -0.726
N  1.097  -0.085  -1.342
Si  0.914  -0.038  -3.109
C  2.349  -0.556  -4.200
C  -0.384  -1.279  -3.686
C  0.563  1.715  -3.669
H  -0.318  1.368  4.704
H  -1.226  0.157  3.827
H  -0.991  1.792  3.138
H  1.622  -0.890  5.060
H  2.379  -1.679  3.675
H  0.644  -1.812  3.921
H  2.478  1.895  4.463
H  1.758  2.791  3.131
H  3.212  1.837  2.859
H  3.565  -0.356  2.451
H  5.671  -0.633  1.273
H  5.708  -0.560  -1.217
H  3.651  -0.292  -2.449
H  2.775  -1.527  -3.943
H  3.152  0.178  -4.262
H  1.926  -0.640  -5.205
H  -0.188  -2.249  -3.221
H  -0.233  -1.411  -4.759
H  -1.434  -1.044  -3.547
H  1.369  2.362  -3.311
H  -0.374  2.157  -3.332
H  0.580  1.751  -4.761

Cartesian forces (eV/Å) of the 2 atoms listed first:
V -0.2 0.1 0.2
C 0.0 0.0 0.0


# 3
A molecular structure, C20H39As3N3ReS2. Source: the OMol25 dataset; level of theory: ωB97M-V/def2-TZVPD.

Computed properties:
Net charge: +3
Spin multiplicity: 4
Kohn-Sham gap (spin up / spin down): 8.240 / 5.394 eV
F_max: 0.0123 hartree/bohr
HOMO level (spin up / spin down): -15.58 / -15.86 eV
Energy: -8530.80673 Ha

Cartesian coordinates (Å):
Re  0.145  0.102  -0.268
C  0.841  -3.268  -1.649
As  1.597  -1.497  -1.519
C  1.986  -1.083  -3.372
C  3.310  -1.955  -0.693
C  4.320  -0.850  -0.313
C  4.658  0.014  -1.526
C  3.814  -0.003  0.864
As  2.239  1.146  0.633
C  2.883  2.704  -0.329
C  2.096  1.833  2.432
C  5.567  -1.674  0.132
As  7.171  -0.826  0.827
C  7.067  -0.433  2.699
C  7.879  0.678  -0.124
H  1.486  -3.886  -2.273
H  -0.150  -3.220  -2.097
H  0.758  -3.696  -0.653
H  2.846  -1.662  -3.706
H  2.183  -0.023  -3.514
H  1.126  -1.375  -3.974
H  3.772  -2.651  -1.398
H  3.038  -2.539  0.191
H  3.769  0.507  -1.920
H  5.082  -0.584  -2.335
H  5.369  0.803  -1.280
H  4.596  0.687  1.197
H  3.565  -0.642  1.716
H  3.933  2.880  -0.100
H  2.319  3.575  0.007
H  2.768  2.587  -1.405
H  3.029  2.317  2.716
H  1.875  1.011  3.110
H  1.289  2.562  2.481
H  5.923  -2.277  -0.706
H  5.305  -2.371  0.932
H  6.509  -1.213  3.212
H  6.575  0.536  2.798
H  8.075  -0.371  3.105
H  7.931  0.473  -1.190
H  8.876  0.878  0.266
H  7.228  1.529  0.084
N  -1.375  -0.100  -1.896
C  -1.498  1.192  -2.632
C  -1.684  2.298  -1.623
N  -0.630  2.185  -0.567
H  -1.227  -0.849  -2.564
H  -2.255  -0.322  -1.432
H  -2.324  1.168  -3.342
H  -0.574  1.336  -3.196
H  -2.648  2.218  -1.132
H  -1.648  3.274  -2.105
H  -1.010  2.490  0.327
H  0.119  2.837  -0.780
S  0.617  -1.416  1.519
C  -1.031  -1.054  1.924
N  -1.644  -0.304  1.034
C  -2.983  -0.076  1.420
C  -3.982  0.581  0.704
C  -5.246  0.673  1.253
C  -5.534  0.111  2.501
C  -4.565  -0.569  3.208
C  -3.292  -0.660  2.650
S  -1.917  -1.514  3.296
H  -3.799  0.992  -0.277
H  -6.030  1.177  0.704
H  -6.532  0.196  2.909
H  -4.790  -1.026  4.162

Cartesian forces (eV/Å) of the 2 atoms listed first:
Re -0.6 -0.1 0.2
C 0.0 0.0 0.0


# 4
A molecular structure, C20H39BF4N4O4Rb at a distorted geometry. Source: the OMol25 dataset; level of theory: ωB97M-V/def2-TZVPD.

Computed properties:
Net charge: -1
Spin multiplicity: 1
Kohn-Sham gap: 7.860 eV
F_max: 0.0335 hartree/bohr
HOMO level: -5.66 eV
Energy: -1754.28762 Ha

Cartesian coordinates (Å):
Rb  2.360  0.541  2.951
C  -1.540  -4.194  0.394
C  -1.302  -2.782  0.940
C  -2.302  -1.812  0.288
C  -2.542  -0.444  0.954
C  -3.405  0.395  0.017
C  -3.223  -0.609  2.314
N  -1.215  0.217  1.141
C  -1.188  1.609  1.669
C  -0.852  2.597  0.569
N  0.553  2.441  0.172
C  1.429  3.301  1.009
C  1.100  3.424  2.535
O  0.090  4.087  2.846
O  1.930  2.866  3.305
C  0.760  2.771  -1.251
C  2.247  2.763  -1.623
C  -0.080  1.940  -2.239
C  0.207  0.462  -2.589
C  1.510  0.293  -3.394
C  -0.963  0.026  -3.475
N  0.214  -0.374  -1.366
C  0.259  -1.817  -1.633
C  0.774  -2.603  -0.439
N  0.096  -2.348  0.829
C  0.906  -2.764  1.971
C  0.885  -1.795  3.161
O  1.754  -1.960  4.022
O  0.020  -0.851  3.147
H  -2.524  -4.557  0.700
H  -0.789  -4.890  0.773
H  -1.499  -4.209  -0.699
H  -1.522  -2.802  2.010
H  -3.275  -2.312  0.269
H  -2.019  -1.646  -0.754
H  -4.368  -0.099  -0.134
H  -2.919  0.511  -0.957
H  -3.598  1.389  0.431
H  -4.040  -1.330  2.226
H  -3.651  0.335  2.663
H  -2.517  -0.962  3.068
H  -0.676  -0.365  1.847
H  -0.689  0.166  0.249
H  -0.418  1.636  2.437
H  -2.136  1.863  2.141
H  -1.055  3.604  0.939
H  -1.504  2.405  -0.282
H  1.381  4.340  0.649
H  2.450  2.938  0.924
H  0.395  3.806  -1.401
H  2.746  1.869  -1.238
H  2.763  3.631  -1.217
H  2.359  2.790  -2.708
H  -0.015  2.485  -3.186
H  -1.133  1.996  -1.947
H  1.597  1.074  -4.155
H  1.523  -0.668  -3.915
H  2.387  0.334  -2.749
H  -1.060  0.717  -4.317
H  -1.902  0.036  -2.911
H  -0.812  -0.976  -3.883
H  1.052  -0.132  -0.839
H  0.931  -2.069  -2.462
H  -0.734  -2.158  -1.932
H  1.812  -2.306  -0.298
H  0.779  -3.669  -0.718
H  1.951  -2.827  1.671
H  0.637  -3.760  2.349
F  3.001  -0.358  -0.295
B  4.352  -0.318  0.222
F  4.607  1.003  0.647
F  4.407  -1.180  1.339
F  5.244  -0.718  -0.779

Cartesian forces (eV/Å) of the 2 atoms listed first:
Rb 1.3 -1.0 -0.4
C 0.0 0.0 0.0


# 5
A molecular structure, C20H40BN2O30S8 at a distorted geometry. Source: the OMol25 dataset; level of theory: ωB97M-V/def2-TZVPD.

Computed properties:
Net charge: -1
Spin multiplicity: 1
Kohn-Sham gap: 5.928 eV
F_max: 0.2254 hartree/bohr
HOMO level: -4.33 eV
Energy: -6362.71550 Ha

Cartesian coordinates (Å):
C  -0.371  -2.513  -2.323
C  0.789  -2.503  -3.473
O  0.872  -1.266  -4.236
B  1.540  -0.179  -3.484
C  0.523  0.892  -2.755
C  -0.975  0.951  -3.376
S  -2.203  1.443  -2.005
C  -3.665  0.305  -2.254
N  -4.383  -0.585  -1.311
N  -5.341  -1.160  -2.159
C  -5.211  -0.665  -3.549
O  -4.134  0.310  -3.624
H  -1.438  -2.704  -2.731
H  -0.409  -1.556  -1.672
H  -0.126  -3.399  -1.587
H  0.483  -3.342  -4.246
H  1.829  -2.859  -3.048
H  2.196  -0.674  -2.610
H  2.314  0.372  -4.195
H  1.014  1.957  -2.888
H  0.505  0.708  -1.604
H  -1.377  -0.050  -3.794
H  -1.027  1.779  -4.200
H  -5.823  -0.910  -4.500
C  -8.222  -0.211  0.505
C  -6.909  -0.542  1.203
O  -6.807  0.399  2.272
S  -8.302  0.753  2.807
O  -8.570  -0.059  3.964
O  -8.459  2.182  2.802
O  -9.130  0.136  1.551
H  -8.111  0.657  -0.152
H  -8.607  -1.055  -0.070
H  -6.050  -0.459  0.534
H  -6.935  -1.546  1.638
C  -3.421  5.189  -6.261
C  -2.988  4.099  -5.288
O  -1.566  4.196  -5.229
S  -1.133  5.751  -5.435
O  -0.914  6.332  -4.137
O  -0.165  5.817  -6.494
O  -2.559  6.295  -6.000
H  -3.269  4.875  -7.298
H  -4.465  5.477  -6.119
H  -3.293  3.103  -5.616
H  -3.381  4.287  -4.284
C  5.367  0.790  -1.149
C  5.488  1.504  0.193
O  4.171  1.488  0.746
S  3.414  0.128  0.260
O  3.530  -0.851  1.311
O  2.159  0.495  -0.331
O  4.449  -0.279  -0.929
H  4.943  1.451  -1.911
H  6.326  0.402  -1.498
H  5.848  2.530  0.088
H  6.147  0.955  0.874
C  1.977  5.597  2.764
C  1.777  4.530  3.835
O  1.435  3.344  3.122
S  2.192  3.357  1.678
O  3.396  2.564  1.789
O  1.213  3.147  0.650
O  2.617  4.930  1.677
H  1.016  5.982  2.409
H  2.593  6.426  3.117
H  0.990  4.795  4.544
H  2.708  4.340  4.380
C  4.365  -0.861  4.325
C  4.797  -1.950  5.299
O  6.220  -1.853  5.357
S  6.653  -0.298  5.150
O  6.874  0.284  6.448
O  7.622  -0.233  4.090
O  5.229  0.246  4.586
H  4.516  -1.175  3.289
H  3.321  -0.571  4.467
H  4.492  -2.945  4.972
H  4.405  -1.761  6.301
C  6.980  -3.201  10.116
C  7.130  -4.275  9.045
O  5.824  -4.828  8.887
S  4.720  -3.664  9.161
O  4.308  -3.129  7.891
O  3.791  -4.141  10.147
O  5.717  -2.588  9.864
H  6.951  -3.644  11.116
H  7.780  -2.459  10.071
H  7.844  -5.050  9.329
H  7.429  -3.838  8.087
C  -6.046  -5.094  -6.833
C  -5.987  -4.771  -5.345
O  -5.088  -3.669  -5.239
S  -5.210  -2.755  -6.579
O  -6.097  -1.656  -6.295
O  -3.896  -2.576  -7.128
O  -6.014  -3.830  -7.497
H  -5.168  -5.666  -7.148
H  -6.951  -5.642  -7.101
H  -5.634  -5.615  -4.750
H  -6.964  -4.447  -4.973

Cartesian forces (eV/Å) of the 2 atoms listed first:
C 0.4 -0.5 0.7
C -0.7 -0.5 -1.1


# 6
3 unconnected molecules or ions with the total composition C20H40BrN3O5PS at a distorted geometry. Source: the OMol25 dataset; level of theory: ωB97M-V/def2-TZVPD.

Computed properties:
Net charge: -1
Spin multiplicity: 1
Kohn-Sham gap: 6.541 eV
F_max: 0.1091 hartree/bohr
HOMO level: -4.34 eV
Energy: -4639.81809 Ha

Cartesian coordinates (Å):
C  2.321  -0.241  0.512
C  0.960  0.669  0.379
C  -0.273  -0.314  0.629
Br  0.106  -2.046  -0.373
P  -2.060  0.332  0.594
C  -2.678  -1.160  1.622
C  -2.612  -0.990  3.215
C  -1.396  -1.821  3.914
O  -0.497  -0.892  4.613
C  0.878  -1.257  4.406
C  -2.543  -0.503  -1.100
C  -1.737  -0.032  -2.384
S  -2.690  1.109  -3.540
C  -1.311  2.146  -4.243
N  -0.586  2.004  -5.454
N  0.365  3.000  -5.493
C  0.238  3.771  -4.291
O  -0.824  3.258  -3.485
C  -1.695  2.035  -0.236
C  -1.863  3.261  0.825
C  -0.577  3.582  1.681
N  -0.629  3.214  3.130
O  0.482  4.127  1.262
H  2.251  -1.021  1.334
H  3.148  0.502  0.839
H  2.669  -0.647  -0.497
H  1.113  1.476  1.174
H  1.045  1.076  -0.697
H  -0.108  -0.671  1.725
H  -1.780  1.010  1.863
H  -3.420  0.837  0.710
H  -3.806  -1.268  1.373
H  -2.219  -2.169  1.363
H  -2.653  0.079  3.600
H  -3.567  -1.502  3.628
H  -1.766  -2.656  4.598
H  -0.813  -2.299  3.056
H  1.574  -0.557  5.004
H  1.231  -1.154  3.311
H  1.122  -2.358  4.692
H  -3.626  -0.117  -1.278
H  -2.701  -1.639  -1.001
H  -1.569  -0.981  -3.027
H  -0.664  0.341  -2.186
H  0.841  4.652  -3.916
H  -0.833  2.134  -0.938
H  -2.633  2.211  -0.902
H  -2.772  3.098  1.516
H  -2.119  4.213  0.225
H  0.301  2.951  3.471
H  -1.063  3.963  3.682
C  2.974  -5.044  7.023
C  1.971  -5.270  5.922
O  2.051  -4.677  4.864
C  0.866  -6.259  6.183
H  3.711  -4.308  6.695
H  2.469  -4.662  7.913
H  3.491  -5.978  7.252
H  0.268  -5.931  7.036
H  1.289  -7.247  6.375
H  0.220  -6.320  5.305
C  2.234  2.081  -10.627
C  2.750  2.589  -9.306
O  3.816  3.173  -9.227
C  1.897  2.347  -8.090
H  2.951  2.326  -11.414
H  2.115  0.996  -10.587
H  1.280  2.557  -10.861
H  1.764  1.274  -7.938
H  0.929  2.835  -8.212
H  2.391  2.765  -7.212

Cartesian forces (eV/Å) of the 2 atoms listed first:
C 0.8 1.9 0.2
C 1.8 -1.9 -0.5


Number 1 is which compound?
C20H38FNO5


Which formula does entry 1 have?
C20H38FNO5


Which of these has the highest F_max?
C20H40BN2O30S8


energy of number 2 (C20H38N2O4Si2V)?
-2718.22222 Ha